Record 1
{
  "formula": "C7H8F3N3",
  "method": "wB97M-V/def2-TZVPD",
  "lumo_ev": -0.21,
  "orbital_gap_ev": 9.6,
  "de_lowest_kj_mol": 9.8,
  "smiles": "[H]/N=C(\\c1ccccn1)C(F)(F)F.N",
  "max_force_ev_per_a": 0.824,
  "e_homo_ev": -9.8,
  "total_energy_ha": -735.41743,
  "charge": 0,
  "elements": ["H", "N", "C", "C", "C", "C", "C", "C", "N", "C", "F", "F", "F", "H", "H", "H", "H", "N", "H", "H", "H"],
  "xyz": [[-0.718, 0.961, 2.371], [-1.554, 0.805, 1.809], [-1.336, 0.107, 0.784], [-0.030, -0.456, 0.387], [0.181, -1.213, -0.763], [1.461, -1.690, -1.006], [2.473, -1.392, -0.109], [2.160, -0.613, 1.000], [0.950, -0.162, 1.244], [-2.543, -0.188, -0.095], [-2.715, -1.513, -0.283], [-3.681, 0.268, 0.427], [-2.429, 0.358, -1.318], [-0.616, -1.428, -1.455], [1.660, -2.282, -1.886], [3.478, -1.751, -0.260], [2.919, -0.339, 1.720], [0.138, 2.426, -0.828], [-0.806, 2.371, -0.458], [0.776, 2.381, -0.044], [0.231, 3.350, -1.238]]
}

Record 2
{
  "formula": "C15H13AsN3O7PtS2",
  "method": "wB97M-V/def2-TZVPD",
  "lumo_ev": 1.66,
  "orbital_gap_ev": 6.7,
  "de_lowest_kj_mol": 64.7,
  "max_force_ev_per_a": 0.164,
  "e_homo_ev": -5.0,
  "total_energy_ha": -4421.95348,
  "charge": -1,
  "elements": ["Pt", "O", "As", "O", "O", "C", "C", "C", "C", "C", "C", "S", "O", "O", "O", "H", "H", "H", "H", "H", "N", "C", "C", "C", "C", "C", "C", "C", "C", "N", "C", "H", "H", "H", "H", "H", "H", "H", "H", "O", "S", "N"],
  "xyz": [[-0.097, -1.674, 0.530], [-0.046, 1.353, 1.662], [-0.631, -0.638, 3.466], [0.693, -0.287, 4.358], [-0.165, -2.004, 2.516], [-2.422, 1.315, -0.166], [-2.857, 2.583, 0.262], [-4.153, 2.799, 0.689], [-5.079, 1.766, 0.696], [-4.679, 0.512, 0.273], [-3.375, 0.276, -0.151], [-3.029, -1.404, -0.638], [-2.391, -1.372, -1.941], [-4.277, -2.118, -0.567], [-2.106, -1.967, 0.421], [0.302, 2.084, 2.192], [-2.143, 3.392, 0.248], [-4.442, 3.792, 1.015], [-6.097, 1.931, 1.025], [-5.372, -0.317, 0.265], [0.194, -1.193, -1.451], [1.588, -1.010, -1.711], [2.124, -0.778, -2.945], [3.507, -0.531, -3.082], [4.327, -0.498, -1.990], [3.801, -0.739, -0.700], [4.563, -0.704, 0.493], [3.953, -0.941, 1.687], [2.577, -1.250, 1.730], [1.857, -1.304, 0.633], [2.434, -1.022, -0.580], [-0.301, -1.761, -2.132], [-0.338, -0.272, -1.408], [1.477, -0.756, -3.813], [3.912, -0.344, -4.068], [5.384, -0.285, -2.097], [5.621, -0.474, 0.441], [4.498, -0.899, 2.620], [2.052, -1.439, 2.659], [0.103, 3.278, 0.140], [0.149, 1.806, 0.020], [-1.114, 1.094, -0.599]]
}

Record 3
{
  "formula": "C8H22BN5O6",
  "method": "wB97M-V/def2-TZVPD",
  "lumo_ev": -1.51,
  "orbital_gap_ev": 8.1,
  "smiles": "NCCCc1nnc(OB(O)O)nn1.CO.CO.CO",
  "max_force_ev_per_a": 4.507,
  "e_homo_ev": -9.6,
  "total_energy_ha": -1067.94094,
  "charge": 0,
  "elements": ["N", "C", "C", "C", "C", "N", "N", "C", "O", "B", "O", "O", "N", "N", "H", "H", "H", "H", "H", "H", "H", "H", "H", "H", "C", "O", "H", "H", "H", "H", "C", "O", "H", "H", "H", "H", "C", "O", "H", "H", "H", "H"],
  "xyz": [[4.647, -1.457, -1.366], [4.597, -0.273, -2.354], [5.099, 1.123, -1.657], [4.341, 2.478, -2.190], [2.720, 2.256, -1.812], [2.430, 2.380, -0.416], [1.169, 2.217, -0.122], [0.345, 1.893, -1.251], [-1.102, 1.665, -0.903], [-1.707, 0.677, -1.814], [-2.288, 1.008, -3.163], [-1.850, -0.770, -1.426], [0.642, 1.757, -2.647], [1.894, 1.977, -2.947], [3.780, -1.437, -0.749], [4.618, -2.349, -1.941], [3.485, -0.256, -2.748], [5.263, -0.521, -3.313], [4.965, 0.998, -0.481], [6.259, 1.276, -1.888], [4.747, 3.459, -1.690], [4.504, 2.557, -3.370], [-1.651, 0.515, -3.792], [-2.805, -1.014, -1.696], [-3.390, -1.673, 2.194], [-3.203, -2.401, 0.994], [-3.715, -2.359, 2.979], [-2.448, -1.205, 2.489], [-4.156, -0.908, 2.041], [-2.915, -1.766, 0.316], [-2.524, 4.071, 2.023], [-3.034, 3.571, 0.801], [-3.005, 5.027, 2.245], [-2.740, 3.363, 2.827], [-1.445, 4.221, 1.935], [-2.590, 2.723, 0.631], [-3.449, -5.640, 4.197], [-2.097, -5.229, 4.105], [-3.582, -6.225, 5.110], [-4.097, -4.760, 4.233], [-3.703, -6.257, 3.332], [-2.011, -4.713, 3.286]]
}

Record 4
{
  "formula": "C2H3FINO",
  "method": "wB97M-V/def2-TZVPD",
  "lumo_ev": [-0.17, -1.04],
  "orbital_gap_ev": [8.8, 6.9],
  "de_lowest_kj_mol": 381.9,
  "max_force_ev_per_a": 1.997,
  "e_homo_ev": [-9.0, -8.0],
  "total_energy_ha": -605.38205,
  "charge": 0,
  "elements": ["C", "C", "N", "O", "F", "I", "H", "H", "H"],
  "xyz": [[0.533, 0.523, -0.363], [0.326, 1.758, 0.395], [-1.499, -2.388, -0.336], [1.372, -0.196, -0.750], [-1.010, 2.163, 0.325], [0.238, -2.891, -1.057], [0.893, 2.635, -0.083], [0.663, 1.535, 1.481], [-1.515, -3.138, 0.386]]
}

Record 5
{
  "formula": "C12H16BCl2F6NO24S2Y",
  "method": "wB97M-V/def2-TZVPD",
  "lumo_ev": 1.14,
  "orbital_gap_ev": 6.3,
  "max_force_ev_per_a": 9.916,
  "e_homo_ev": -5.2,
  "total_energy_ha": -4706.32107,
  "charge": -1,
  "elements": ["Y", "Cl", "O", "O", "O", "O", "Cl", "O", "O", "O", "O", "N", "S", "O", "O", "F", "S", "O", "O", "F", "B", "F", "F", "F", "F", "C", "C", "O", "C", "O", "O", "H", "H", "H", "H", "C", "C", "O", "C", "O", "O", "H", "H", "H", "H", "C", "C", "O", "C", "O", "O", "H", "H", "H", "H", "C", "C", "O", "C", "O", "O", "H", "H", "H", "H"],
  "xyz": [[24.638, -20.596, -16.865], [22.522, -22.813, -15.035], [23.034, -22.874, -16.352], [21.149, -22.660, -14.975], [22.941, -23.978, -14.350], [23.217, -21.659, -14.535], [21.866, -18.141, -14.851], [21.551, -16.929, -15.456], [20.663, -18.917, -14.973], [22.862, -18.806, -15.674], [22.277, -17.955, -13.498], [23.397, -20.638, -18.618], [23.690, -20.525, -20.392], [23.348, -19.239, -21.025], [23.545, -21.791, -21.116], [25.291, -20.413, -20.405], [21.871, -20.911, -18.907], [21.422, -22.299, -19.056], [21.078, -19.899, -19.536], [21.455, -20.639, -17.356], [24.944, -17.064, -17.891], [26.192, -16.663, -17.422], [24.712, -16.534, -19.160], [24.658, -18.463, -17.789], [24.037, -16.313, -17.195], [27.025, -24.690, -20.257], [25.588, -25.003, -20.560], [24.932, -24.193, -19.517], [25.793, -23.328, -18.967], [25.487, -22.479, -18.187], [26.963, -23.470, -19.560], [27.472, -24.350, -21.190], [27.643, -25.301, -19.598], [25.443, -26.077, -20.445], [25.383, -24.594, -21.549], [29.261, -22.747, -13.936], [28.679, -24.086, -14.216], [27.502, -23.695, -14.955], [27.284, -22.417, -15.057], [26.276, -21.907, -15.623], [28.364, -21.779, -14.563], [30.170, -22.843, -14.530], [29.415, -22.695, -12.858], [28.199, -24.585, -13.374], [29.330, -24.831, -14.674], [27.511, -17.466, -12.816], [26.789, -16.387, -13.353], [26.011, -17.121, -14.316], [26.123, -18.485, -14.258], [25.661, -19.232, -15.095], [26.946, -18.712, -13.222], [27.633, -17.323, -11.742], [28.520, -17.575, -13.213], [27.381, -15.624, -13.858], [26.234, -15.789, -12.631], [29.942, -18.166, -18.126], [29.211, -18.366, -19.484], [28.012, -18.983, -19.100], [27.929, -19.256, -17.801], [27.097, -19.884, -17.204], [29.042, -18.833, -17.194], [30.166, -17.155, -17.786], [30.906, -18.671, -18.175], [29.840, -18.870, -20.218], [28.923, -17.371, -19.823]]
}

Record 6
{
  "formula": "C27H42ClO12P",
  "method": "wB97M-V/def2-TZVPD",
  "lumo_ev": -1.56,
  "orbital_gap_ev": 7.4,
  "smiles": "CCCCCCCP(Cl)(CCCOC)(COO)C[C@H](C)O.O=C1C=C(O)C(=O)C=C1O.O=C1C=C(O)C(=O)C=C1O",
  "max_force_ev_per_a": 1.529,
  "e_homo_ev": -9.0,
  "total_energy_ha": -2758.27037,
  "charge": 0,
  "elements": ["C", "C", "C", "C", "C", "C", "C", "P", "Cl", "C", "C", "C", "O", "C", "C", "O", "O", "C", "C", "C", "O", "H", "H", "H", "H", "H", "H", "H", "H", "H", "H", "H", "H", "H", "H", "H", "H", "H", "H", "H", "H", "H", "H", "H", "H", "H", "H", "H", "H", "H", "H", "H", "H", "H", "H", "O", "C", "C", "C", "O", "C", "O", "C", "C", "O", "H", "H", "H", "H", "O", "C", "C", "C", "O", "C", "O", "C", "C", "O", "H", "H", "H", "H"],
  "xyz": [[-3.015, 3.056, 3.006], [-2.220, 3.705, 1.872], [-0.808, 3.121, 1.785], [-0.234, 3.072, 0.354], [0.332, 1.697, -0.055], [-0.040, 1.239, -1.475], [-0.410, -0.238, -1.606], [-1.930, -0.909, -0.809], [-0.939, -2.915, -0.801], [-2.071, -0.836, 1.040], [-1.189, -1.738, 1.899], [-1.253, -1.257, 3.378], [0.015, -1.229, 3.998], [0.748, -0.068, 3.647], [-2.877, 0.749, -0.926], [-4.222, 0.522, -0.576], [-4.766, 1.792, -0.219], [-3.170, -1.655, -1.983], [-4.240, -2.603, -1.381], [-5.665, -2.074, -1.584], [-4.037, -2.962, -0.028], [-3.609, 2.225, 2.644], [-3.693, 3.756, 3.478], [-2.334, 2.687, 3.767], [-2.758, 3.556, 0.944], [-2.190, 4.775, 2.034], [-0.181, 3.771, 2.384], [-0.854, 2.117, 2.185], [-1.041, 3.308, -0.330], [0.503, 3.845, 0.190], [1.409, 1.814, -0.035], [0.108, 0.942, 0.690], [-0.730, 1.918, -1.952], [0.872, 1.350, -2.052], [0.422, -0.805, -1.220], [-0.469, -0.503, -2.654], [-3.095, -1.056, 1.302], [-1.910, 0.177, 1.375], [-0.147, -1.693, 1.624], [-1.543, -2.750, 1.914], [-1.833, -1.972, 3.949], [-1.769, -0.299, 3.479], [1.607, -0.001, 4.299], [0.135, 0.829, 3.668], [1.128, -0.176, 2.628], [-2.491, 1.497, -0.244], [-2.798, 1.180, -1.927], [-5.563, 1.522, 0.269], [-3.656, -0.875, -2.548], [-2.574, -2.214, -2.687], [-4.200, -3.524, -1.946], [-6.030, -1.569, -0.697], [-6.313, -2.918, -1.795], [-5.713, -1.421, -2.439], [-4.594, -2.380, 0.510], [3.919, -3.194, -7.652], [2.978, -2.931, -6.927], [1.655, -3.518, -7.076], [0.670, -3.161, -6.242], [-0.558, -3.660, -6.320], [0.886, -2.159, -5.146], [-0.063, -1.871, -4.440], [2.213, -1.588, -4.982], [3.199, -1.948, -5.813], [4.433, -1.468, -5.720], [1.510, -4.237, -7.870], [-1.069, -3.237, -5.602], [2.361, -0.880, -4.179], [4.943, -1.889, -6.441], [5.038, 3.748, 3.203], [5.418, 2.637, 3.523], [6.753, 2.353, 4.029], [7.092, 1.097, 4.342], [8.291, 0.768, 4.809], [6.133, -0.048, 4.184], [6.521, -1.163, 4.473], [4.790, 0.240, 3.697], [4.451, 1.497, 3.388], [3.245, 1.832, 2.941], [7.436, 3.183, 4.136], [8.271, -0.200, 4.949], [4.102, -0.589, 3.601], [3.272, 2.798, 2.793]]
}